No. 1
80
Properties=species:S:1:pos:R:3 method="wB97M-V/def2-TZVPD" spin_multiplicity=3 e_homo_ev="-13.75 / -14.09" molar_mass_g_mol=781.39 total_energy_ha=-4368.35598 de_lowest_kcal_mol=0.0 total_charge=+2 largest_force_ev_per_a=1.0
W -1.3493 0.0994 -0.4884
C -3.7963 -0.7718 1.8525
C -4.2577 0.3059 0.8864
O -3.6954 0.0373 -0.4258
C -4.3466 -1.0214 -1.1295
C -3.5727 -1.1571 -2.3935
O -2.1966 -1.4172 -2.0135
C -1.9134 -2.8352 -1.9214
C -0.6048 -3.0085 -1.2180
O -0.6572 -2.2917 0.0209
C -1.2001 -3.0965 1.0907
C -1.8205 -2.1823 2.1058
O -2.5386 -1.2177 1.3409
H -4.4699 -1.6307 1.8924
H -3.6855 -0.3463 2.8504
H -3.8925 1.2839 1.1676
H -5.3423 0.3370 0.7941
H -5.3816 -0.7419 -1.3321
H -4.3266 -1.9359 -0.5320
H -3.5660 -0.2208 -2.9462
H -3.9399 -1.9580 -3.0330
H -1.8681 -3.2424 -2.9324
H -2.7330 -3.3148 -1.3836
H 0.2080 -2.5880 -1.8015
H -0.3993 -4.0660 -1.0492
H -0.4004 -3.6987 1.5239
H -1.9604 -3.7638 0.6804
H -1.0852 -1.6847 2.7386
H -2.4966 -2.7534 2.7450
O 0.4109 -0.0120 0.9249
C 0.4097 0.8035 2.1648
C -1.0773 1.1392 2.2467
O -1.7329 1.2483 3.2291
O -1.5943 1.3066 0.9949
C 0.8670 -0.0772 3.3164
C 0.6979 0.3665 4.6268
C 1.1291 -0.4103 5.6896
C 1.7409 -1.6380 5.4660
C 1.9195 -2.0855 4.1677
C 1.4805 -1.3095 3.0996
C 1.2561 2.0535 1.9437
C 2.4315 2.2445 2.6664
C 3.2215 3.3670 2.4488
C 2.8470 4.3160 1.5116
C 1.6736 4.1354 0.7871
C 0.8849 3.0175 0.9999
H 1.3327 -0.2161 0.7142
H 0.2283 1.3219 4.8227
H 0.9890 -0.0525 6.7013
H 2.0794 -2.2375 6.3010
H 2.4028 -3.0356 3.9790
H 1.6223 -1.7029 2.1010
H 2.7471 1.5208 3.4058
H 4.1280 3.4988 3.0249
H 3.4564 5.1969 1.3547
H 1.3604 4.8784 0.0648
H -0.0332 2.9320 0.4370
Br -1.9998 2.0819 -1.8290
C 2.6262 1.9466 -5.0250
C 2.3317 0.4765 -4.7763
N 1.9276 0.2067 -3.3746
C 3.0330 0.1090 -2.3991
C 3.2145 1.3472 -1.5300
C 0.6562 0.1479 -3.0102
C -0.4021 0.2802 -4.0564
N 0.3287 -0.0874 -1.7334
H 2.7930 2.1093 -6.0894
H 3.5218 2.2751 -4.4968
H 1.7928 2.5783 -4.7109
H 3.2139 -0.1341 -4.9607
H 1.5600 0.1078 -5.4430
H 3.9320 -0.0715 -2.9828
H 2.8940 -0.7977 -1.8022
H 3.4499 2.2176 -2.1409
H 4.0453 1.1901 -0.8405
H 2.3313 1.5948 -0.9389
H -0.2997 -0.5297 -4.7811
H -0.3038 1.2258 -4.5882
H -1.3848 0.2390 -3.6114
H 1.1479 -0.2016 -1.1590

***

No. 2
76
Properties=species:S:1:pos:R:3 method="wB97M-V/def2-TZVPD" spin_multiplicity=1 e_homo_ev=-16.69 molar_mass_g_mol=768.49 total_energy_ha=-1764.85712 de_lowest_kcal_mol=27.1 total_charge=+3 largest_force_ev_per_a=1.7
Pt 0.0925 0.6656 0.9472
N -2.6565 0.3639 2.3792
C -2.3830 -0.7074 3.4077
C -1.6930 -1.9111 2.7476
C -0.1575 -1.9390 2.7481
N 0.4634 -1.2666 1.5534
C 0.4464 -1.3897 4.0270
C -0.0904 -0.0097 4.3541
N 0.3347 0.9333 3.2811
C -1.6022 -0.0919 4.5664
H -3.3734 0.0872 1.7064
H -1.7472 0.5453 1.8769
H -2.9748 1.2236 2.8316
H -3.3632 -1.0221 3.7639
H -2.0662 -2.0409 1.7262
H -2.0178 -2.7994 3.2906
H 0.1301 -2.9897 2.6646
H 0.2955 -1.8826 0.7609
H 1.4766 -1.2657 1.6913
H 1.5378 -1.3755 3.9564
H 0.2047 -2.0696 4.8457
H 0.3526 0.3276 5.2940
H 1.3526 0.9694 3.2703
H 0.0761 1.8845 3.5187
H -2.0230 0.8838 4.8283
H -1.7616 -0.7205 5.4441
C -0.7331 2.8918 -1.2381
O -0.3944 2.6389 0.1433
C 0.1358 3.8940 0.6733
C 0.6570 3.7719 2.0720
O 1.7388 2.8619 2.1547
C 3.0025 3.4323 1.7804
H -1.5206 3.6446 -1.2730
H -1.0942 1.9793 -1.6855
H 0.1438 3.2517 -1.7764
H -0.6678 4.6320 0.6303
H 0.9415 4.2174 0.0108
H -0.1375 3.4095 2.7304
H 0.9562 4.7643 2.4221
H 3.1758 4.3588 2.3298
H 3.0500 3.6265 0.7073
H 3.7682 2.7091 2.0462
C -0.9558 -5.4056 -1.7206
C -1.7699 -4.5123 -2.3999
C -1.5712 -3.1442 -2.2673
C -0.5255 -2.6796 -1.4708
C 0.2915 -3.5780 -0.7775
C 0.0754 -4.9415 -0.9147
Sb -0.2799 -0.5874 -1.4637
C 1.7735 -0.1662 -1.7724
C 2.1112 0.9031 -2.5994
C 3.4480 1.1990 -2.8353
C 4.4459 0.4386 -2.2439
C 4.1124 -0.6280 -1.4211
C 2.7788 -0.9299 -1.1813
C -1.1686 0.0726 -3.2478
C -0.4462 -0.2040 -4.4050
C -0.9981 0.1447 -5.6308
C -2.2427 0.7564 -5.6895
C -2.9564 1.0190 -4.5272
C -2.4227 0.6751 -3.2937
H -1.1222 -6.4694 -1.8204
H -2.5644 -4.8757 -3.0374
H -2.2177 -2.4578 -2.8000
H 1.1403 -3.2545 -0.1880
H 0.7240 -5.6429 -0.4072
H 1.3444 1.4942 -3.0856
H 3.7081 2.0157 -3.4955
H 5.4855 0.6712 -2.4309
H 4.8908 -1.2378 -0.9822
H 2.5465 -1.7931 -0.5694
H 0.5239 -0.6848 -4.3684
H -0.4504 -0.0663 -6.5391
H -2.6615 1.0269 -6.6492
H -3.9308 1.4852 -4.5818
H -2.9918 0.8704 -2.3922

***

No. 3
77
Properties=species:S:1:pos:R:3 method="wB97M-V/def2-TZVPD" spin_multiplicity=2 e_homo_ev="-17.76 / -17.76" molar_mass_g_mol=613.46 total_energy_ha=-5455.31689 de_lowest_kcal_mol=87.0 total_charge=+4 largest_force_ev_per_a=4.8
C 4.9268 1.2949 -5.9652
C 4.3585 1.8369 -4.8013
C 4.5408 3.2080 -4.5363
C 5.2925 3.9656 -5.4387
N 5.8407 3.4360 -6.5308
C 5.6598 2.1442 -6.8000
C 3.6217 1.0037 -3.8773
C 3.0995 0.3075 -3.0230
C 2.4608 -0.2192 -1.8961
C 1.2395 -0.8394 -2.1162
C 0.3466 -0.6952 -1.0473
C 0.8712 -0.4893 0.3124
C 2.1701 -0.0533 0.5206
C 2.9505 0.1123 -0.6138
V -0.3403 -2.0287 0.1634
P -2.5452 -1.2424 0.0967
H 4.1228 3.6778 -3.6470
H 4.8170 0.2419 -6.2185
H 5.4534 5.0299 -5.2718
H 6.1143 1.7677 -7.7164
H 3.9300 0.5940 -0.5426
H 0.8938 -1.2054 -3.0976
H 2.6157 0.1625 1.4899
H -0.7664 -0.7754 -1.2373
C -3.6178 -1.7341 1.4876
C -4.8734 -0.8945 1.7457
H -2.9692 -1.7480 2.3782
H -3.8930 -2.7824 1.2885
H -5.4800 -1.3893 2.5169
H -4.6353 0.1068 2.1247
H -5.5079 -0.7869 0.8575
C -2.5267 0.6103 -0.0144
C -2.6240 1.2347 -1.4073
H -1.5668 0.9037 0.4466
H -3.3178 0.9962 0.6444
H -2.3946 2.3084 -1.3308
H -1.9000 0.8046 -2.1174
H -3.6341 1.1482 -1.8307
C -3.3837 -1.8883 -1.4089
C -4.8657 -1.5538 -1.5928
H -3.2578 -2.9825 -1.3679
H -2.8065 -1.5466 -2.2815
H -5.1832 -1.8900 -2.5891
H -5.4954 -2.0790 -0.8648
H -5.0812 -0.4780 -1.5349
Br 0.6932 -2.2405 2.4169
P 0.2771 2.0106 3.8304
C -1.3133 1.8555 2.9568
C -2.3509 2.6385 3.7608
H -1.5549 0.7862 2.8615
H -1.1765 2.2856 1.9548
H -3.1906 2.9343 3.1235
H -2.7320 2.0422 4.5986
H -1.9004 3.5498 4.1796
C 0.5587 0.3279 4.4605
C 1.4258 0.3294 5.7127
H 1.0469 -0.2111 3.6341
H -0.4119 -0.1535 4.6545
H 1.4118 -0.6590 6.1793
H 2.4602 0.5757 5.4462
H 1.0639 1.0642 6.4411
C 1.4736 2.4064 2.5139
C 1.9630 3.8611 2.5030
H 0.9893 2.1076 1.5770
H 2.3295 1.7402 2.6707
H 2.8770 3.9299 1.9053
H 1.2331 4.5614 2.0843
H 2.2065 4.2004 3.5156
N 0.4855 -4.8082 0.3206
C 0.3920 -6.0394 -0.1982
C -0.3022 -5.9411 -1.3988
C -0.6042 -4.5851 -1.5684
N -0.1462 -3.8793 -0.4902
H 0.9967 -4.5256 1.1554
H 0.7878 -6.9049 0.3058
H -0.5524 -6.7501 -2.0533
H -1.0959 -4.1028 -2.4090

***

No. 4
92
Properties=species:S:1:pos:R:3 method="wB97M-V/def2-TZVPD" spin_multiplicity=1 e_homo_ev=-11.41 molar_mass_g_mol=845.73 total_energy_ha=-4711.44095 de_lowest_kcal_mol=0.0 total_charge=+1 largest_force_ev_per_a=4.4
C 1.3853 0.0443 4.6348
C 0.0004 0.0491 4.9428
N -0.9596 -0.8129 4.1807
C -1.4266 -2.0061 5.0330
C -0.8873 -2.0516 6.5352
Cl -1.4819 -0.8880 7.8214
C 0.0616 -3.0257 6.9281
C 0.6548 -4.1382 5.9458
Cl 0.6700 -3.1127 8.6511
C -3.0365 -2.1350 4.8591
C -3.1321 -1.4309 3.3962
C -2.1440 -0.1385 3.4986
C -1.6106 -0.0527 1.9779
C -0.4302 1.0021 1.7342
C 0.8522 0.2396 1.1120
F 1.8488 1.2048 0.7906
C -2.7577 1.1406 4.1900
F -1.9415 2.2892 4.1350
F -2.8913 0.8485 5.5831
C -4.2069 1.5809 3.7057
F -5.2281 0.6751 4.0801
F -4.5097 2.7626 4.4379
C -4.3503 1.9793 2.1716
F -4.8301 0.8318 1.4796
F -3.2101 2.5334 1.5945
C -5.5208 3.0825 1.9647
F -5.8317 3.0124 0.5841
F -5.0748 4.3825 2.1746
F -6.6909 2.7647 2.6314
H 1.9043 -0.9221 4.3103
H 1.9843 1.0159 4.6914
H -0.3360 0.7675 5.7551
H -0.3061 -1.3029 3.5382
H -1.0912 -2.9034 4.3985
H 1.1025 -3.6373 5.0185
H -0.2317 -4.7525 5.5513
H 1.4411 -4.7936 6.4237
H -3.5777 -1.6071 5.7091
H -3.4073 -3.2155 4.7976
H -4.1646 -1.2572 2.9587
H -2.6354 -2.2374 2.7460
H -2.4387 0.2164 1.2303
H -1.2187 -1.0692 1.6062
H -0.0832 1.5663 2.6506
H -0.7589 1.7352 0.9208
H 0.4858 -0.2373 0.1408
H 1.2245 -0.6001 1.7800
C 5.3544 3.0150 -3.0373
C 4.1104 3.0884 -2.1479
C 3.1546 1.9841 -2.6050
S 4.1790 0.6922 -3.3009
O 3.8966 0.5919 -4.7142
O 4.1539 -0.4591 -2.4266
C 5.7344 1.5410 -3.0949
H 6.1703 3.6239 -2.6441
H 5.1138 3.3792 -4.0411
H 4.3973 2.9189 -1.1051
H 3.6331 4.0690 -2.2007
H 2.5792 1.5789 -1.7721
H 2.4797 2.3375 -3.3862
H 6.4011 1.3012 -3.9227
H 6.1721 1.2098 -2.1509
C 2.6903 3.0217 -7.9627
C 3.1265 3.8626 -9.1648
C 4.5862 4.2627 -8.9384
S 5.3057 2.9754 -7.9229
O 5.6556 3.5430 -6.6392
O 6.2489 2.2178 -8.7120
C 3.8130 2.0189 -7.7298
H 1.7370 2.5211 -8.1424
H 2.5746 3.6654 -7.0846
H 3.0457 3.2633 -10.0770
H 2.4926 4.7423 -9.2943
H 5.1358 4.3310 -9.8771
H 4.6629 5.2048 -8.3935
H 3.7873 1.5671 -6.7387
H 3.8121 1.2425 -8.4976
C -4.3841 -4.6553 -0.1063
C -3.9448 -3.8230 -1.3133
C -2.4870 -3.4169 -1.0845
S -1.7677 -4.6937 -0.0559
O -1.4226 -4.1139 1.2272
O -0.8204 -5.4543 -0.8328
C -3.2593 -5.6531 0.1394
H -5.3348 -5.1597 -0.2863
H -4.5058 -4.0049 0.7665
H -4.0198 -4.4298 -2.2205
H -4.5805 -2.9465 -1.4526
H -1.9339 -3.3548 -2.0218
H -2.4152 -2.4694 -0.5471
H -3.2880 -6.0973 1.1338
H -3.2538 -6.4353 -0.6220